A 14-piece molecular cluster, C40H114N6O14 overall. Source: OMol25; level of theory: ωB97M-V/def2-TZVPD.

```
! RIJCOSX wB97M-V def2-TZVPD def2/J DEFGRID3
* xyz 0 1
C 4.99100 1.85561 -0.20716
C 3.49318 2.05197 -0.40165
O 3.27507 1.98712 -1.81332
H 5.63539 2.57297 -0.71099
H 5.07988 0.85456 -0.63352
H 5.28394 1.90916 0.84159
H 3.12773 3.03049 -0.06689
H 2.90367 1.27795 0.10202
H 2.34721 1.75927 -1.98796
C 0.62542 1.36263 3.49122
C 0.21962 0.60104 4.72759
O 0.56514 1.33379 5.89774
H 1.69915 1.35972 3.31063
H 0.35082 2.41898 3.54273
H 0.15771 0.91869 2.61229
H 0.83630 -0.31022 4.73237
H -0.80928 0.23660 4.72421
H -0.14812 1.33139 6.53808
C -5.01325 1.59708 -4.28115
C -4.21508 1.61388 -2.98219
O -4.97901 2.09138 -1.89433
H -5.44992 2.58221 -4.45105
H -5.82009 0.86283 -4.27103
H -4.40441 1.37818 -5.16129
H -3.41318 2.35294 -3.04838
H -3.73562 0.65063 -2.76924
H -5.74213 1.55035 -1.63462
C 0.19059 -5.89224 2.25725
C 0.40891 -4.50301 1.65188
O -0.22663 -4.44706 0.37895
H -0.86692 -6.15309 2.25873
H 0.50979 -5.86986 3.30588
H 0.75832 -6.68682 1.77533
H 1.47298 -4.32089 1.46862
H 0.02396 -3.75761 2.34663
H 0.37300 -4.69550 -0.36144
C 4.77072 -1.93630 -2.10111
C 5.05613 -2.67714 -0.81261
O 4.13447 -3.74400 -0.64810
H 3.71456 -1.66679 -2.13851
H 5.13983 -2.43276 -2.99488
H 5.27787 -0.96797 -2.05769
H 5.03067 -1.99801 0.04505
H 6.08082 -3.06701 -0.84666
H 4.33151 -4.31883 0.09602
C -6.49024 -1.53190 -2.28778
C -7.62077 -0.81745 -1.60485
O -7.07873 0.40418 -1.06834
H -6.66668 -2.60642 -2.38436
H -5.55585 -1.53570 -1.71910
H -6.26284 -1.11192 -3.26629
H -8.03504 -1.40580 -0.77960
H -8.46906 -0.62641 -2.26716
H -7.82733 0.86561 -0.67040
C -3.26149 5.67576 0.32503
C -3.09476 4.88072 -0.95466
O -4.29526 4.90143 -1.70096
H -3.53659 6.70952 0.11035
H -2.35444 5.68683 0.93803
H -4.03686 5.27765 0.98346
H -2.78999 3.85678 -0.70725
H -2.27007 5.27763 -1.55377
H -4.74284 4.04895 -1.61593
C -5.96917 2.41327 1.40626
C -5.88158 1.08348 2.15767
O -4.55547 0.91259 2.63655
H -6.85868 2.40247 0.76543
H -5.13272 2.53902 0.72080
H -6.06956 3.23799 2.10768
H -6.10927 0.17619 1.58305
H -6.60381 1.02689 2.97645
H -4.05552 0.50185 1.90231
C -0.03861 -5.35564 -3.31282
C 1.22557 -4.60812 -2.87781
C 0.87749 -3.15750 -2.59608
O 0.49206 -2.40859 -3.71268
C 1.50708 -2.02791 -4.59932
N 1.71973 -5.19914 -1.63762
H -0.35838 -5.04597 -4.31117
H -0.86994 -5.07134 -2.66252
H 0.04574 -6.44162 -3.32769
H 2.01874 -4.71155 -3.62895
H 1.75001 -2.68809 -2.12193
H 0.05277 -3.14884 -1.88116
H 1.08927 -1.47748 -5.44178
H 2.17123 -2.77467 -5.04384
H 2.13551 -1.29535 -4.07300
H 2.51227 -4.65934 -1.25674
H 2.21893 -6.07800 -1.75426
C -1.89220 1.52144 0.90333
C -2.00933 0.22523 0.12828
C -0.95060 -0.79199 0.49261
O 0.35540 -0.26122 0.38287
C 1.31336 -1.28400 0.51818
N -3.35123 -0.36286 0.29306
H -0.92706 2.02835 0.78638
H -1.95644 1.34104 1.97860
H -2.59880 2.30630 0.63075
H -1.88329 0.45024 -0.94233
H -1.09779 -1.67884 -0.13139
H -1.06339 -1.09261 1.54587
H 1.06448 -2.10731 -0.14832
H 1.28339 -1.66986 1.54933
H 2.32436 -0.89760 0.39487
H -3.99391 0.11098 -0.33614
H -3.27452 -1.33795 -0.02265
C 9.13988 0.72066 2.13785
C 7.91889 1.58626 2.37646
C 6.73098 0.82780 2.92449
O 6.31039 -0.15272 2.03162
C 5.03616 -0.68368 2.28070
N 8.27843 2.69269 3.27428
H 9.92298 1.25030 1.59218
H 8.89568 -0.10450 1.46133
H 9.51081 0.36701 3.09955
H 7.61903 2.03361 1.41448
H 5.89715 1.49666 3.17769
H 7.07904 0.46895 3.90902
H 4.95750 -1.02333 3.31846
H 4.77694 -1.50266 1.61544
H 4.29083 0.10523 2.12690
H 8.86891 3.37269 2.81833
H 7.39231 3.13534 3.55836
C 5.53420 4.83115 1.86688
C 4.85275 4.71075 3.23229
C 3.60314 3.82612 3.12014
O 2.68241 4.34243 2.20100
C 1.56661 3.47138 2.03176
N 5.77008 4.10366 4.20622
H 6.22200 5.68004 1.86705
H 4.77469 4.96241 1.09539
H 6.14448 3.97021 1.58810
H 4.55197 5.71668 3.54293
H 3.15814 3.75295 4.12192
H 3.97513 2.84356 2.79843
H 1.89640 2.42957 1.96999
H 1.08007 3.77199 1.10694
H 0.91905 3.58715 2.90763
H 5.19995 3.67202 4.93508
H 6.30372 4.79066 4.73031
C -0.16969 2.80518 -2.02875
C -0.42235 1.50185 -2.76444
C -0.48916 1.69051 -4.27244
O -0.91245 0.45535 -4.84068
C -0.88045 0.53593 -6.25276
N 0.68740 0.58100 -2.49079
H -0.02893 2.67145 -0.95596
H -0.94182 3.55690 -2.20761
H 0.74004 3.26037 -2.43443
H -1.40401 1.08461 -2.50417
H 0.52490 1.92836 -4.61509
H -1.22197 2.45707 -4.54475
H -1.53345 1.34946 -6.58980
H -1.27225 -0.39866 -6.65036
H 0.12959 0.71737 -6.63270
H 0.62440 0.21092 -1.54305
H 0.67700 -0.23138 -3.09617
C -3.21166 -3.71593 1.95400
C -3.89872 -4.00820 0.61880
C -5.34941 -3.55872 0.60565
O -6.07436 -4.14564 1.66130
C -7.44415 -3.83907 1.52043
N -3.13929 -3.48182 -0.52072
H -3.48401 -4.46608 2.69002
H -3.46550 -2.69953 2.28075
H -2.12260 -3.62055 1.91912
H -3.91247 -5.10447 0.54328
H -5.81127 -3.78994 -0.36573
H -5.37830 -2.45946 0.67068
H -7.68323 -2.79751 1.28997
H -7.98555 -4.10518 2.42841
H -7.85686 -4.48167 0.73117
H -3.30448 -4.00397 -1.37373
H -2.15452 -3.64125 -0.31421
*
```

Calculated values
Gap between HOMO and LUMO (hartree): 0.32659
LUMO level (eV): 0.261
Electronic energy (a.u.): -2974.10736

Atom charges from the Mulliken analysis, given in e for atoms 1 to 99: -0.2656 1.4229 -0.7924 0.5204 -0.4461 -0.4150 0.2314 -0.6285 0.0961 -0.7483 -0.9329 -0.5526 0.4793 0.2752 0.5200 0.2657 0.4684 0.3249 -1.5100 0.7780 -0.2221 0.3653 0.2611 0.3245 -0.0325 -0.0210 0.1407 -1.5485 -0.0659 -0.4005 0.2678 0.4317 0.3387 0.2638 0.3804 0.0246 -0.8270 0.5653 -0.4954 -0.1842 0.3709 0.3581 -0.6809 0.4746 0.1938 -0.6569 -0.2283 -0.3802 0.4288 -0.1513 0.2156 0.2147 0.3332 0.1775 -1.2461 1.0258 -0.6404 0.3664 0.2897 0.2426 -0.6485 0.3855 0.3443 -0.4336 0.1663 -0.6156 0.2042 -0.2230 0.4022 -0.2756 0.4083 0.2712 -1.4556 0.4754 2.1123 -0.3827 -0.7891 -0.4743 0.3750 0.0917 0.4408 0.6174 -1.2774 -0.9120 0.2004 0.3339 0.2426 0.1136 0.3282 -1.2210 2.9590 -1.8715 2.0148 -0.2496 0.7631 -0.4692 0.9274 -0.6515 -0.8179